The following is a DFT calculation (ωB97M-V with the def2-TZVPD basis set) of C39H30N6O5RuS3 as an isolated structure in a non-equilibrium geometry.

Results
Charge   +1
Frontier orbital gap (spin up / spin down)   6.041 / 6.070 eV
Total energy   -95190.3015 eV
2S+1   2

Cartesian coordinates (Å):
Ru1 1.21 0.43 0.34
C1 -3.34 -5.08 0.63
O1 -2.17 -5.43 1.37
C2 -1.16 -4.56 1.41
C3 0.00 -5.03 2.08
C4 1.08 -4.22 2.19
C5 1.09 -2.90 1.69
C6 2.18 -2.02 1.95
C7 3.47 -2.57 2.50
O2 2.12 -0.78 1.77
C8 -0.04 -2.45 0.92
O3 -0.07 -1.38 0.21
C9 -1.17 -3.31 0.84
H1 -3.96 -5.97 0.63
H2 -3.09 -4.81 -0.39
H3 -3.88 -4.26 1.12
H4 -0.02 -6.02 2.52
H5 1.95 -4.60 2.71
H6 3.32 -2.92 3.52
H7 4.21 -1.77 2.52
H8 3.83 -3.39 1.89
H9 -2.02 -2.92 0.30
S1 1.53 6.23 -0.29
C10 1.40 7.82 -0.91
C11 1.44 7.84 -2.27
C12 1.57 6.54 -2.82
C13 1.63 5.55 -1.88
C14 1.72 4.11 -2.09
C15 1.93 3.24 -1.00
N1 1.98 1.93 -1.13
C16 1.88 1.38 -2.36
C17 1.71 2.16 -3.51
C18 1.59 1.51 -4.78
C19 1.62 0.16 -4.89
C20 1.80 -0.66 -3.73
C21 1.79 -2.06 -3.76
C22 1.98 -2.79 -2.60
C23 2.24 -2.06 -1.42
N2 2.19 -0.75 -1.36
C24 1.96 -0.04 -2.48
C25 1.93 -4.24 -2.56
C26 1.44 -5.09 -3.52
C27 1.54 -6.45 -3.15
C28 2.10 -6.63 -1.93
S2 2.50 -5.14 -1.19
C29 1.62 3.55 -3.35
H10 1.31 8.65 -0.23
H11 1.37 8.74 -2.86
H12 1.63 6.37 -3.89
H13 2.08 3.63 -0.01
H14 1.46 2.13 -5.66
H15 1.50 -0.32 -5.85
H16 1.64 -2.57 -4.70
H17 2.48 -2.58 -0.50
H18 0.99 -4.76 -4.44
H19 1.20 -7.27 -3.77
H20 2.30 -7.54 -1.40
H21 1.47 4.17 -4.22
N3 -4.48 4.44 5.53
C30 -3.62 3.56 4.96
C31 -2.24 3.81 4.94
C32 -1.38 2.91 4.35
C33 -1.87 1.75 3.78
C34 -3.23 1.47 3.79
C35 -4.10 2.37 4.37
S3 -0.71 0.65 3.01
O4 0.55 0.78 3.67
O5 -1.28 -0.66 2.88
N4 -0.41 1.29 1.48
C36 -1.36 1.17 0.52
N5 -0.86 1.11 -0.74
C37 -1.71 0.96 -1.74
C38 -3.07 0.87 -1.53
C39 -3.49 0.95 -0.21
N6 -2.66 1.12 0.80
H22 -4.14 5.28 5.96
H23 -5.47 4.28 5.55
H24 -1.86 4.71 5.41
H25 -0.31 3.10 4.33
H26 -3.59 0.56 3.35
H27 -5.16 2.17 4.39
H28 -1.28 0.93 -2.74
H29 -3.76 0.74 -2.35
H30 -4.55 0.89 0.05